Molecular formula: C18H38BrN6O4
Method: DFT, the ωB97M-V functional and the def2-TZVPD basis

Geometry as XYZ:
```
67
Properties=species:S:1:pos:R:3:forces:R:3
C 1.1728 2.0676 0.6076 -0.37 -0.45 0.66
C 2.7887 1.8839 0.4062 -0.05 0.50 0.67
C 3.4028 2.5543 -0.9588 0.82 -0.03 1.38
O 3.5031 1.6398 -2.1085 1.29 -1.32 0.35
C 4.6836 0.7640 -2.0253 0.53 1.15 1.50
N 4.5365 -0.5322 -2.8474 -2.87 -2.35 1.30
C 3.6301 -1.4958 -2.4313 -0.09 0.45 0.17
N 3.3555 -2.7978 -3.1747 0.46 2.75 1.07
C 1.8448 -3.0729 -3.2397 -1.31 -1.25 1.67
C 0.9170 -1.7467 -2.9846 -0.90 -1.04 0.35
C 0.8133 -0.7094 -4.2488 -0.29 0.79 -0.64
C 1.9477 -0.9134 -5.4145 5.16 5.94 0.35
O 2.9343 0.0232 -5.4935 -6.37 -6.37 0.54
Br 2.0148 -2.3757 -6.7788 -0.41 1.34 1.52
C 1.3584 -1.0307 -1.5550 -1.05 1.19 -0.92
N 2.8115 -1.2329 -1.1870 0.91 -0.84 -2.01
C 3.0058 -2.2827 -0.1165 0.66 -0.17 1.65
C 4.6019 -2.7305 0.0702 -0.91 -0.07 0.16
N 4.7302 -3.2262 1.5253 0.67 -0.24 -2.09
H 0.9305 1.6893 1.7133 0.40 0.98 -2.40
H 0.5041 1.4123 -0.1007 1.48 1.24 1.22
H 0.7852 3.1784 0.4953 1.06 -2.25 0.29
H 3.3031 2.4613 1.3158 -1.09 -1.22 -2.00
H 3.0873 0.7453 0.5415 -0.60 2.36 -0.52
H 2.7247 3.4504 -1.2873 1.54 -1.76 0.48
H 4.5185 2.8856 -0.6928 -2.47 -0.26 -0.66
H 5.6475 1.3511 -2.3691 -1.97 -1.41 0.27
H 4.8516 0.4497 -0.9007 -0.41 0.43 -2.31
H 5.0841 -0.7131 -3.7382 -1.09 0.41 1.33
H 3.8278 -3.5475 -2.6230 -0.39 0.78 -0.74
H 1.6347 -3.8057 -2.3208 0.09 1.57 -1.97
H 1.5417 -3.7031 -4.2000 0.99 1.75 1.87
H -0.1908 -2.1503 -2.7963 2.53 0.78 -0.52
H -0.2579 -0.7155 -4.7761 2.40 -0.40 1.18
H 0.9402 0.4119 -3.8584 0.07 -2.52 -1.00
H 1.2013 0.1229 -1.7135 0.28 -2.22 0.44
H 0.6673 -1.3704 -0.6540 1.66 0.53 -1.95
H 2.2790 -3.2063 -0.2036 1.56 1.61 -0.07
H 2.7227 -1.7583 0.9179 0.59 -1.07 -2.32
H 5.3260 -1.8213 -0.1594 -1.59 -1.88 0.49
H 4.8342 -3.6262 -0.6461 -0.24 1.80 1.08
H 5.5913 -2.8249 1.9588 -0.97 -0.86 -0.56
H 4.7938 -4.2735 1.4338 0.27 1.64 0.69
C -3.3022 2.0883 4.1017 -0.16 0.19 0.09
C -2.9210 1.5820 2.7390 0.03 0.06 -0.72
O -3.2142 2.1899 1.7117 0.59 -0.12 0.48
N -2.2287 0.4104 2.6569 -0.19 0.62 -0.04
C -1.7911 -0.4487 3.7316 0.08 -0.26 -0.39
H -3.8490 3.0312 3.9995 0.18 -0.27 -0.11
H -3.9517 1.3659 4.6024 0.14 0.02 0.06
H -2.4051 2.2733 4.6979 -0.12 -0.10 0.10
H -2.0105 0.1387 1.7055 -0.14 0.06 0.26
H -0.7030 -0.5351 3.6739 0.00 -0.13 0.31
H -2.2369 -1.4348 3.5793 0.09 -0.02 0.32
H -2.0755 -0.0670 4.7126 0.01 -0.01 -0.25
C -6.0934 1.9122 1.4217 0.12 -0.20 -0.20
C -6.7553 0.8800 2.2907 -0.07 -0.51 0.29
O -6.1559 -0.1142 2.6944 -0.03 0.32 -0.08
N -8.0616 1.0671 2.6330 0.63 -0.22 -0.07
C -8.9363 2.1561 2.2674 -0.28 -0.26 0.26
H -5.0544 1.6205 1.2376 -0.61 0.09 0.10
H -6.6080 1.9790 0.4598 -0.08 0.20 0.10
H -6.0949 2.8827 1.9241 -0.03 0.02 -0.21
H -8.4329 0.3287 3.2190 0.06 0.19 -0.14
H -9.2848 2.6333 3.1868 -0.12 0.22 -0.22
H -9.7936 1.7370 1.7346 -0.06 0.32 -0.06
H -8.4408 2.8954 1.6375 0.00 -0.21 0.13
```
Forces are in eV/Å.

Results
LUMO in Eh: -0.163
HOMO-LUMO gap in eV: 6.1365
Energy above the lowest of the compared OMol25 structures with the same formula, charge and spin in kcal per mole: 77.2
HOMO in eV: -10.6
2S+1: 1
Charge: +1

Molecular formula: C18H38F2N3O6RbS2
Method: DFT, the ωB97M-V functional and the def2-TZVPD basis

Geometry as XYZ:
```
70
Properties=species:S:1:pos:R:3:forces:R:3
Rb -2.8758 -0.2292 2.2542 0.13 0.07 0.23
N -3.8272 0.8289 9.3217 4.40 -3.96 -0.79
S -2.9911 2.1211 9.3713 -1.50 6.47 3.83
O -2.4022 2.6792 8.1833 -0.42 -0.38 0.32
O -2.3263 2.4301 10.6381 -0.03 -0.84 -1.85
F -4.3846 2.8695 9.6374 -0.29 1.78 -0.62
S -2.3498 -0.0453 8.9787 -0.60 -4.02 -3.25
O -1.2504 -0.2252 9.8976 -1.04 1.33 -0.67
O -2.0945 0.0470 7.5215 0.17 -0.03 2.55
F -2.9875 -1.4896 9.0625 -0.71 -0.39 0.18
C 0.5521 4.3471 -1.4753 0.97 -1.55 1.30
C 1.7739 4.5238 -0.4746 0.86 2.06 -3.08
C 1.6946 6.0668 -0.1921 0.58 -1.54 -0.87
C 2.5585 6.5041 0.9338 0.62 0.21 0.57
C 2.3337 5.6784 2.1792 -0.71 0.25 -1.32
C 2.4824 4.1114 1.9082 -1.22 0.44 0.58
N 1.7310 3.7147 0.6665 -1.82 2.63 2.20
O 1.6473 2.3791 0.3980 0.06 -0.81 0.17
C 3.9391 3.6673 1.7904 0.65 0.50 0.41
C 1.7287 3.4555 3.1013 0.61 -0.83 0.41
C 3.1317 4.2548 -1.2888 -0.55 -2.12 0.29
H 0.4994 3.2846 -1.7128 -0.15 -0.09 -0.30
H 0.6646 4.8982 -2.4090 0.04 0.22 0.34
H -0.3562 4.5763 -0.9181 -0.07 0.24 -0.24
H 2.1368 6.4507 -1.1115 -0.52 0.46 -0.15
H 0.6314 6.3029 -0.1478 0.17 0.45 0.44
H 2.3707 7.5469 1.1893 0.12 0.15 -0.13
H 3.6129 6.4137 0.6728 0.13 0.19 -0.36
H 1.3236 5.9963 2.4377 -0.54 -1.01 0.31
H 2.8930 6.1954 2.9590 0.68 -1.17 0.37
H 4.3745 3.5787 2.7857 0.12 0.00 0.01
H 4.1567 2.7446 1.2523 -0.68 -0.32 0.22
H 4.5377 4.3873 1.2324 -0.06 0.35 0.14
H 1.7426 3.9682 4.0631 0.70 0.58 -0.18
H 0.6534 3.3203 2.9852 0.11 -0.12 -0.77
H 2.2149 2.5024 3.3094 -0.38 -0.34 -0.02
H 4.0417 4.8224 -1.0948 -0.47 0.56 -0.31
H 3.0103 3.8559 -2.2959 -0.27 1.61 -0.86
H 3.4683 3.2516 -1.0273 0.41 -0.39 1.12
H 2.3090 2.2534 -0.2860 0.55 -0.68 -0.27
C -2.8743 -5.9759 -2.1784 0.71 1.19 -1.27
C -1.4772 -5.1780 -2.2630 -1.03 -2.57 0.17
C -0.4630 -6.2204 -2.8181 1.04 -0.55 -1.49
C -0.2755 -6.4163 -4.3745 -0.70 0.97 1.18
C -0.1630 -4.9880 -4.9744 -0.64 -1.35 0.13
C -1.2600 -3.9376 -4.5481 1.60 -0.97 0.56
N -1.4183 -3.9622 -3.0458 -0.41 0.81 -0.69
O -2.3471 -2.9038 -2.6379 1.59 -0.26 0.39
C -0.5548 -2.5171 -4.8191 -2.19 -1.74 -0.47
C -2.6611 -4.2263 -5.2590 0.91 0.70 0.72
C -1.0462 -4.9457 -0.8246 0.52 1.37 0.43
H -3.6757 -5.2675 -2.3881 -0.32 0.00 0.57
H -2.9971 -6.4971 -1.2290 -0.02 0.19 -0.10
H -2.9478 -6.6814 -3.0061 0.09 -0.22 0.08
H 0.5555 -6.0176 -2.4871 -0.06 0.36 0.46
H -0.7066 -7.2190 -2.4555 -0.16 0.20 0.54
H -1.0072 -7.1366 -4.7403 -0.54 0.58 -0.41
H 0.6676 -6.9300 -4.5615 0.14 0.05 0.24
H -0.1122 -5.0612 -6.0608 -0.35 0.27 -0.15
H 0.8612 -4.7389 -4.6968 -0.18 0.87 0.33
H -1.4766 -1.9426 -4.7278 0.81 1.26 -0.14
H 0.2457 -2.2801 -4.1183 -0.49 -0.19 0.25
H -0.1238 -2.5156 -5.8203 -0.35 0.19 -0.14
H -2.6344 -4.7995 -6.1858 0.43 0.38 -0.15
H -3.3265 -4.8071 -4.6203 0.25 -0.05 0.31
H -3.1570 -3.2648 -5.3924 -0.10 -0.03 -0.39
H -1.8023 -4.4742 -0.1969 -0.36 -0.14 -0.11
H -0.2348 -4.2182 -0.8430 0.27 -0.04 0.00
H -0.6717 -5.8249 -0.3003 -0.25 -0.21 -0.29
H -3.2846 -3.0919 -2.7234 -0.26 -1.03 -0.49
```
Forces are in eV/Å.

Results
LUMO in Eh: -0.081
HOMO-LUMO gap in eV: 5.9245
Energy above the lowest of the compared OMol25 structures with the same formula, charge and spin in kcal per mole: 160.8
HOMO in eV: -8.1
2S+1: 1
Charge: 0

Molecular formula: C18H38F6NO10P2S
Method: DFT, the ωB97M-V functional and the def2-TZVPD basis

Geometry as XYZ:
```
76
Properties=species:S:1:pos:R:3:forces:R:3
O -2.3365 3.1622 -0.4214 0.45 -1.62 0.03
S -2.0595 3.2565 -1.8228 -1.18 2.58 0.97
O -2.2245 4.5718 -2.3478 0.26 -0.45 -1.04
C -3.2540 2.2294 -2.6954 -0.95 -0.83 -1.39
N -3.2077 0.7349 -2.4457 -0.30 0.93 0.17
C -4.6390 0.2461 -2.4607 0.39 0.85 0.68
C -5.3275 1.3780 -1.6681 1.02 -0.47 -0.92
C -4.7145 2.6037 -2.3636 -1.56 0.40 0.96
F -5.4689 2.7933 -3.5115 0.84 0.06 -0.35
C -0.3074 2.7570 -2.2055 0.56 0.00 0.30
F -0.0914 2.7117 -3.5133 -0.61 -0.42 -0.36
F 0.4425 3.7292 -1.7138 -0.18 0.34 0.44
C 0.1367 1.4395 -1.5380 1.34 0.03 -0.55
F 1.3531 1.1610 -1.9739 0.20 -0.10 -0.30
F -0.6726 0.4443 -1.9298 -0.35 -0.04 -0.02
F 0.1988 1.5201 -0.2343 -0.71 -0.14 0.27
H -3.2212 2.3743 -3.7790 0.64 0.14 0.07
H -2.6172 0.2939 -3.1487 0.26 -0.43 0.47
H -2.8960 0.6198 -1.4777 0.59 -0.55 -0.24
H -4.9734 0.3110 -3.4938 -0.08 -0.52 0.02
H -4.6227 -0.7421 -2.0105 -0.32 -0.10 -0.27
H -6.3859 1.2470 -1.8725 -0.17 0.63 0.53
H -5.0398 1.4380 -0.6175 -0.32 -0.46 0.10
H -4.8219 3.5154 -1.7760 0.27 -0.02 0.01
O -1.7367 -3.3965 -2.8514 0.34 -1.08 -2.16
P -1.1081 -4.5512 -2.1739 0.32 0.91 5.14
O -2.1991 -5.2719 -1.2475 0.09 0.00 -0.55
C -3.3666 -5.8445 -1.8513 -0.30 -0.27 -0.09
C -3.0534 -7.1173 -2.6147 0.19 0.09 -0.09
O -0.1739 -3.8882 -1.0237 0.06 -0.14 -0.42
C 0.0028 -2.4843 -0.9679 0.04 0.29 0.24
C -1.0076 -1.8587 -0.0294 -0.28 -0.08 0.19
O -0.1027 -5.7797 -2.3850 -0.84 0.43 -2.31
C 0.5112 -5.9956 -3.6804 0.28 -0.04 -0.31
C 1.3282 -4.8021 -4.1297 -0.07 0.24 0.14
H -3.8462 -5.1097 -2.5039 0.06 0.05 0.03
H -4.0551 -6.0605 -1.0362 0.11 0.06 0.10
H -2.4837 -6.9007 -3.5226 -0.04 -0.03 -0.01
H -3.9724 -7.6217 -2.9118 -0.02 0.03 0.01
H -2.4562 -7.7940 -2.0051 -0.06 -0.02 0.05
H -0.0575 -2.0473 -1.9648 -0.09 -0.07 -0.03
H 1.0149 -2.3011 -0.6018 0.00 -0.13 0.05
H -2.0242 -2.1529 -0.3043 0.02 -0.01 -0.12
H -0.9413 -0.7740 -0.0451 0.06 0.02 0.17
H -0.8521 -2.1908 0.9965 0.06 -0.02 -0.02
H -0.2607 -6.2347 -4.4154 -0.03 -0.02 0.06
H 1.1459 -6.8722 -3.5757 -0.07 -0.02 0.20
H 0.6894 -3.9338 -4.3198 -0.01 -0.07 -0.04
H 1.8644 -5.0295 -5.0503 -0.01 -0.05 0.00
H 2.0482 -4.5168 -3.3627 0.06 -0.10 -0.01
O 3.4641 1.3657 4.3707 -2.40 0.35 0.98
P 3.5617 2.8048 4.0807 4.85 1.04 -1.99
O 3.6128 3.0066 2.4774 -0.43 0.06 0.36
C 2.5168 2.5618 1.6904 -0.24 -0.09 -0.24
C 1.2910 3.4471 1.8415 0.10 0.16 0.34
O 5.0739 3.2176 4.4483 -0.28 0.07 0.22
C 5.9680 2.3066 5.0936 0.32 -0.18 -0.02
C 6.8122 1.5609 4.0828 0.00 0.05 -0.19
O 2.9874 4.2552 4.4813 -1.84 -1.48 0.62
C 2.0073 4.3590 5.5394 -0.14 0.07 0.33
C 2.5251 3.8099 6.8532 0.19 -0.17 -0.02
H 2.2762 1.5235 1.9416 0.05 0.01 0.03
H 2.8596 2.5794 0.6544 0.12 0.03 0.05
H 0.8412 3.3304 2.8309 -0.01 0.00 -0.02
H 0.5371 3.1922 1.1057 -0.07 0.06 0.02
H 1.5541 4.4985 1.7257 0.05 -0.01 -0.04
H 5.4234 1.6186 5.7393 -0.13 -0.03 -0.12
H 6.6091 2.9101 5.7375 -0.07 0.12 -0.05
H 6.1878 1.0616 3.3416 -0.08 -0.08 0.11
H 7.4344 0.8136 4.5766 0.00 0.02 0.02
H 7.4603 2.2532 3.5441 0.03 0.01 0.04
H 1.0897 3.8437 5.2417 0.02 0.02 -0.04
H 1.7721 5.4167 5.6370 0.11 0.04 -0.16
H 2.6871 2.7296 6.7955 -0.06 0.03 -0.02
H 1.8118 3.9979 7.6552 -0.02 0.03 -0.02
H 3.4786 4.2692 7.1130 -0.04 0.10 0.01
```
Forces are in eV/Å.

Results
LUMO in Eh: -0.119
HOMO-LUMO gap in eV: 8.4877
HOMO in eV: -11.7
2S+1: 1
Charge: +1